# 1
The following is a quantum chemistry calculation of 3 unconnected molecules or ions with the total composition C3H14N2O3 at a distorted geometry, from the Open Molecules 2025 dataset.

Atoms and positions in Å:
N 0.988669 -0.727075 0.840779
C -0.069213 -0.426286 1.808278
C -1.334065 -1.313790 2.028527
O -2.615479 -0.641392 1.944728
C -0.426249 1.004135 1.618451
N -1.228721 1.185506 0.421292
H 0.670262 -0.806730 -0.132931
H 1.425281 -1.692418 0.992918
H 0.611434 -0.481858 2.745876
H -1.176587 -1.797050 2.991885
H -1.231181 -2.036948 1.203653
H -2.714176 -0.057780 1.225007
H 0.389619 1.527000 1.477226
H -0.991466 1.525858 2.436718
H -1.456322 2.130258 0.087021
H -0.824529 0.742239 -0.366962
H 1.430352 -0.682446 -3.331902
H 0.272012 -0.097828 -2.574830
O 0.746333 -0.898348 -2.569943
H 1.951616 1.493090 -4.860550
H 3.263369 0.999366 -3.993498
O 2.319032 1.052498 -3.991741

Atoms 1-6, force components in eV/Å:
0.27 -2.59 -1.15
1.66 0.15 2.60
0.38 0.60 -2.02
0.76 -2.27 2.83
-4.21 0.31 0.82
-1.75 0.32 -1.00

**Structure (SMILES)**: NC[C@H](N)CO.O.O
**Orbital gap**: 9.14 eV
**DFT total energy**: -12459.043 eV

# 2
The following is a quantum chemistry calculation of a molecular structure, C3H14N6 at a distorted geometry, from the Open Molecules 2025 dataset.

Atoms and positions in Å:
C -5.378766 -1.379936 2.069950
C -2.086301 -2.215054 0.039857
C -1.181929 -1.885222 1.244431
N -4.448049 -2.184544 2.540620
N -1.627401 -1.814075 -1.067804
N -1.712235 -1.875535 2.390973
N 0.069208 -1.613923 0.950477
N -6.710331 -1.543766 2.314611
N 8.346037 5.747075 -2.746416
H -2.885551 -2.926249 0.260153
H -3.162433 -1.875924 2.474951
H -4.482313 -3.150182 2.722399
H 7.975217 4.918735 -2.377483
H -2.092023 -2.096043 -1.925859
H -5.110028 -0.414081 1.505535
H -1.044417 -1.784279 3.100041
H 0.309364 -1.740741 -0.041712
H 0.750436 -1.370943 1.552298
H -7.299013 -0.786754 2.042857
H -6.905994 -2.514265 2.628482
H 7.686926 6.505011 -2.941504
H 8.849978 5.295350 -3.428474
H 8.948538 5.918734 -1.923568

Atoms 1-6, force components in eV/Å:
-0.63 0.21 0.94
1.82 -0.03 -0.14
-1.02 0.09 -1.78
2.39 3.21 -2.06
-0.21 -0.14 0.29
-2.64 -0.34 0.41

**Orbital gap**: 9.09 eV
**DFT total energy**: -12263.003 eV
**Total charge**: +2

# 3
The following is a quantum chemistry calculation of 3 unconnected molecules or ions with the total composition C3H14NO2 at a distorted geometry, from the Open Molecules 2025 dataset.

Atoms and positions in Å:
C -0.825513 -0.703983 -1.564377
C -0.853256 0.485754 -0.631517
N 0.296911 0.586723 0.314429
C 0.856498 1.970757 0.468680
H -0.888850 -1.699368 -1.146314
H -1.620510 -0.552164 -2.293783
H 0.089277 -0.632810 -2.161968
H -0.751884 1.342022 -1.299207
H -1.773002 0.576016 -0.063147
H 1.073908 0.019095 -0.055524
H 0.056876 0.185920 1.216460
H 0.981581 2.397353 -0.520019
H 1.768451 1.903906 1.035818
H 0.121942 2.561617 1.012003
H -2.132373 -0.451176 2.743110
H -1.293489 -1.670855 2.391233
O -1.669922 -0.865435 2.011529
H 1.846195 -2.407331 -0.031903
H 2.644647 -1.531197 -1.096587
O 2.072513 -1.514844 -0.328915

Atoms 1-6, force components in eV/Å:
0.50 0.26 -0.56
-0.35 0.41 -0.47
0.97 0.20 -0.63
-1.12 -0.17 0.28
-0.15 -0.04 0.34
-0.20 -0.18 0.17

**Orbital gap**: 12.94 eV
**DFT total energy**: -8917.332 eV
**Total charge**: +1

# 4
The following is a quantum chemistry calculation of 3 unconnected molecules or ions with the total composition C3H14NO3 at a distorted geometry, from the Open Molecules 2025 dataset.

Atoms and positions in Å:
C -0.563182 1.570570 0.430379
C -0.797420 1.310120 -1.045604
C -0.296686 -0.034269 -1.569560
O -2.212240 1.423993 -1.172357
N -1.171465 0.436120 1.248659
H 0.498517 1.613756 0.670009
H -1.041606 2.482680 0.769552
H -0.266965 2.108325 -1.576622
H 0.246696 -0.593121 -0.792859
H 0.417262 -0.024924 -2.387054
H -1.171860 -0.644910 -1.791277
H -2.465193 1.639972 -2.083500
H -1.980166 0.074197 0.744066
H -1.436575 0.807062 2.157956
H -0.466226 -0.319522 1.378163
H 1.801235 -0.690046 1.494786
H 1.357825 -2.099070 1.319276
O 1.019774 -1.232156 1.606985
H 2.947622 -3.513306 0.403214
H 3.981140 -2.411981 0.434613
O 3.113577 -2.628202 0.065703

Atoms 1-6, force components in eV/Å:
0.25 -0.59 0.19
0.14 0.55 -0.34
0.22 -0.87 1.07
-0.05 0.16 -0.32
0.54 0.49 -0.34
-0.04 -0.06 0.02

**Orbital gap**: 11.65 eV
**DFT total energy**: -10964.667 eV
**Total charge**: +1

# 5
The following is a quantum chemistry calculation of 4 unconnected molecules or ions with the total composition C3H14NO3S at a distorted geometry, from the Open Molecules 2025 dataset.

Atoms and positions in Å:
C 1.550646 0.831133 -1.914457
N 0.386141 0.548692 -1.056356
C 0.319910 -0.888001 -0.716246
C -0.605363 -1.115903 0.471548
S -0.052833 -0.200807 1.975447
H 2.481903 0.488539 -1.480201
H 1.586841 1.927582 -2.077448
H 1.406586 0.313046 -2.922425
H 0.533331 1.008474 -0.134604
H -0.018251 -1.439638 -1.628502
H 1.279414 -1.287516 -0.464544
H -0.640170 -2.252743 0.690930
H -1.582149 -0.798602 0.230243
H 2.704560 -2.201411 2.873174
H 1.872045 -1.277183 1.900508
O 2.741644 -1.850504 1.930347
H -1.501936 1.133489 -1.299465
H -2.547228 1.575082 -0.407937
O -2.382839 1.393924 -1.324458
H -1.731494 1.256972 1.802150
H -3.234165 1.085962 1.926429
O -2.566594 1.749414 1.625869

Atoms 1-6, force components in eV/Å:
-1.27 0.12 -0.96
0.75 -0.29 0.55
-0.96 0.30 -0.75
1.11 -1.82 0.76
0.00 -0.23 -0.27
0.41 -0.13 0.12

**Orbital gap**: 7.53 eV
**DFT total energy**: -21807.764 eV
**Total charge**: -1

# 6
The following is a quantum chemistry calculation of 5 unconnected molecules or ions with the total composition C3H14NO4 at a distorted geometry, from the Open Molecules 2025 dataset.

Atoms and positions in Å:
C -1.244061 -1.872745 1.221844
C -1.046065 -2.213777 2.506979
C -0.451866 -1.037572 -0.873718
N -0.271408 -1.265582 0.472448
H -2.252478 -1.938502 0.837335
H -0.153613 -1.857321 3.007049
H -1.828402 -2.671378 3.089641
H 0.201332 -0.328276 -1.336394
H -1.227841 -1.557743 -1.401308
H 0.524466 -0.777036 0.837661
H 0.021936 2.956383 -0.575378
H -1.279570 2.831565 -1.374708
O -0.672116 2.334575 -0.817936
H -0.464726 -3.157875 -4.405892
H -0.328908 -4.091469 -3.128440
O -0.529073 -3.209510 -3.450846
H 2.947893 4.673491 -0.458798
H 4.334406 5.258285 -0.769141
O 3.849035 4.731619 -0.124949
H -0.564475 1.678989 1.552683
H 0.010771 1.316324 2.807374
O -0.380705 0.861442 2.044163

Atoms 1-6, force components in eV/Å:
0.64 0.18 1.80
-0.14 0.35 -0.23
0.07 -0.04 0.19
-0.80 -0.13 -1.91
0.25 -0.31 -0.73
0.15 -0.45 0.08

**Spin multiplicity**: 2
**Orbital gap (spin up / spin down)**: 5.31 / 7.95 eV
**DFT total energy**: -13015.170 eV

What did the sixth record say?
The following is a quantum chemistry calculation of 5 unconnected molecules or ions with the total composition C3H14NO4 at a distorted geometry, from the Open Molecules 2025 dataset.

Atoms and positions in Å:
C -1.244061 -1.872745 1.221844
C -1.046065 -2.213777 2.506979
C -0.451866 -1.037572 -0.873718
N -0.271408 -1.265582 0.472448
H -2.252478 -1.938502 0.837335
H -0.153613 -1.857321 3.007049
H -1.828402 -2.671378 3.089641
H 0.201332 -0.328276 -1.336394
H -1.227841 -1.557743 -1.401308
H 0.524466 -0.777036 0.837661
H 0.021936 2.956383 -0.575378
H -1.279570 2.831565 -1.374708
O -0.672116 2.334575 -0.817936
H -0.464726 -3.157875 -4.405892
H -0.328908 -4.091469 -3.128440
O -0.529073 -3.209510 -3.450846
H 2.947893 4.673491 -0.458798
H 4.334406 5.258285 -0.769141
O 3.849035 4.731619 -0.124949
H -0.564475 1.678989 1.552683
H 0.010771 1.316324 2.807374
O -0.380705 0.861442 2.044163

Atoms 1-6, force components in eV/Å:
0.64 0.18 1.80
-0.14 0.35 -0.23
0.07 -0.04 0.19
-0.80 -0.13 -1.91
0.25 -0.31 -0.73
0.15 -0.45 0.08

**Spin multiplicity**: 2
**Orbital gap (spin up / spin down)**: 5.31 / 7.95 eV
**DFT total energy**: -13015.170 eV

Question: The highest DFT total energy belongs to which entry?
Answer: C3H14NO2

Copy entry 4 word for word.
The following is a quantum chemistry calculation of 3 unconnected molecules or ions with the total composition C3H14NO3 at a distorted geometry, from the Open Molecules 2025 dataset.

Atoms and positions in Å:
C -0.563182 1.570570 0.430379
C -0.797420 1.310120 -1.045604
C -0.296686 -0.034269 -1.569560
O -2.212240 1.423993 -1.172357
N -1.171465 0.436120 1.248659
H 0.498517 1.613756 0.670009
H -1.041606 2.482680 0.769552
H -0.266965 2.108325 -1.576622
H 0.246696 -0.593121 -0.792859
H 0.417262 -0.024924 -2.387054
H -1.171860 -0.644910 -1.791277
H -2.465193 1.639972 -2.083500
H -1.980166 0.074197 0.744066
H -1.436575 0.807062 2.157956
H -0.466226 -0.319522 1.378163
H 1.801235 -0.690046 1.494786
H 1.357825 -2.099070 1.319276
O 1.019774 -1.232156 1.606985
H 2.947622 -3.513306 0.403214
H 3.981140 -2.411981 0.434613
O 3.113577 -2.628202 0.065703

Atoms 1-6, force components in eV/Å:
0.25 -0.59 0.19
0.14 0.55 -0.34
0.22 -0.87 1.07
-0.05 0.16 -0.32
0.54 0.49 -0.34
-0.04 -0.06 0.02

**Orbital gap**: 11.65 eV
**DFT total energy**: -10964.667 eV
**Total charge**: +1